A single C6H8N2 molecule, computed with wB97M-V/def2-TZVPD.

Structure (XYZ):
```
16
Properties=species:S:1:pos:R:3
C 2.329 0.114 0.209
C 1.161 -0.231 -0.246
N 0.710 -1.648 -0.262
C -0.574 -1.849 -0.199
N -1.608 -0.801 0.138
C -0.906 0.347 0.446
C -0.786 1.711 -0.177
C 0.091 0.692 -0.778
H 2.844 -0.575 0.884
H 2.833 1.083 0.234
H -0.935 -2.798 -0.625
H -2.196 -1.261 0.921
H -0.528 0.372 1.538
H -1.508 2.118 -0.943
H -0.459 2.579 0.521
H -0.470 0.146 -1.660
```

Calculated values
DFT total energy: -9327.4668 eV
SMILES string: C=C1N=CN[C@@H]2C[C@@H]12
frontier orbital gap: 8.9852 eV
HOMO level: -0.298 Ha
LUMO energy: 0.87 eV

Mulliken atomic charge list, values in e, 4 entries: number 1, C, carries -0.790; number 2, C, carries 0.305; number 3, N, carries -0.536; number 4, C, carries -0.057

A molecular structure, C6H8N2, computed with wB97M-V/def2-TZVPD.

Structure (XYZ):
```
16
Properties=species:S:1:pos:R:3
C 0.268 -1.623 -0.010
C 1.021 -0.277 -0.399
C 0.006 0.653 -1.114
C 0.770 0.608 0.739
C -0.718 0.114 1.054
C -1.149 0.143 -0.403
H 0.348 -2.334 -0.895
H 0.849 -2.075 0.931
H 1.958 -0.433 -0.912
H -0.100 1.051 -2.147
H -0.318 2.318 -0.024
H 1.227 0.509 1.708
H -1.494 0.234 1.917
H -2.186 0.566 -0.562
N 0.564 1.716 -0.228
N -1.045 -1.171 0.346
```

Calculated values
DFT total energy: -9327.6861 eV
frontier orbital gap: 9.9722 eV
HOMO level: -0.328 Ha
LUMO energy: 1.05 eV

Mulliken atomic charge list, values in e, 4 entries: number 1, C, carries -0.309; number 2, C, carries -0.377; number 3, C, carries -0.243; number 4, C, carries -0.291

A single C6H8N2 molecule, computed with wB97M-V/def2-TZVPD.

Structure (XYZ):
```
16
Properties=species:S:1:pos:R:3
N 1.520 3.218 1.177
C 2.374 2.031 1.416
C 1.502 0.972 0.982
C 0.707 0.168 0.508
C -0.130 -0.868 0.043
C -0.810 -1.725 -0.488
C -1.671 -2.718 -1.097
N -2.633 -1.968 -1.904
H 1.135 3.143 0.243
H 0.716 3.184 1.806
H 2.628 1.917 2.468
H 3.334 2.118 0.837
H -1.078 -3.412 -1.727
H -2.213 -3.286 -0.359
H -3.218 -1.391 -1.320
H -2.163 -1.384 -2.587
```

Calculated values
DFT total energy: -9327.9298 eV
SMILES string: NCC#CC#CCN
frontier orbital gap: 9.3855 eV
HOMO level: -0.313 Ha
LUMO energy: 0.87 eV

Mulliken atomic charge list, values in e, 4 entries: number 1, N, carries -0.670; number 2, C, carries -0.567; number 3, C, carries -0.028; number 4, C, carries 0.308

A single C6H8N2 molecule, computed with wB97M-V/def2-TZVPD.

Structure (XYZ):
```
16
Properties=species:S:1:pos:R:3
C -0.442 -0.023 -0.264
C 0.504 1.704 -1.506
C 0.709 -0.292 0.302
C 2.109 -0.046 0.675
C -1.934 1.708 -1.064
C 1.503 -2.407 1.693
N -0.567 1.186 -0.995
N 1.492 -1.154 1.039
H -1.316 -0.659 -0.223
H 0.248 2.662 -2.006
H -1.900 2.781 -1.247
H -2.482 1.228 -1.878
H -2.459 1.524 -0.126
H 0.512 -2.860 1.643
H 2.230 -3.073 1.219
H 1.793 -2.278 2.739
```

Calculated values
DFT total energy: -9324.8555 eV
frontier orbital gap: 8.2977 eV
HOMO level: -0.280 Ha
LUMO energy: 0.68 eV

Mulliken atomic charge list, values in e, 4 entries: number 1, C, carries -0.585; number 2, C, carries -0.548; number 3, C, carries 0.367; number 4, C, carries -0.429

A single C6H8N2 molecule, computed with wB97M-V/def2-TZVPD.

Structure (XYZ):
```
16
Properties=species:S:1:pos:R:3
C -2.248 0.669 0.919
C -1.639 0.325 -0.252
C -0.197 0.180 -0.492
C 0.841 0.775 0.098
C 0.874 1.953 1.023
N 0.830 2.769 1.851
N 0.197 -1.018 -1.139
C 1.574 -1.501 -0.744
H -1.854 1.135 1.721
H -3.283 0.950 0.498
H -2.381 -0.159 -0.874
H 1.968 0.639 0.264
H -0.445 -2.026 -0.814
H 2.455 -0.631 -0.939
H 1.789 -2.199 -1.571
H 1.518 -1.862 0.450
```

Calculated values
DFT total energy: -9326.5007 eV
SMILES string: C=C/C(=C\C#N)NC
frontier orbital gap: 9.0087 eV
HOMO level: -0.332 Ha
LUMO energy: -0.02 eV

Mulliken atomic charge list, values in e, 4 entries: number 1, C, carries -0.777; number 2, C, carries -0.452; number 3, C, carries 1.010; number 4, C, carries -0.173

A single C6H8N2 molecule, computed with wB97M-V/def2-TZVPD.

Structure (XYZ):
```
16
Properties=species:S:1:pos:R:3
N -2.382 -1.050 -0.017
C -1.184 -0.252 -0.022
C -1.195 1.233 0.149
C 0.106 1.675 -0.109
N 0.922 0.569 -0.369
C 0.167 -0.557 -0.180
C 1.497 -1.373 -0.081
C 2.090 -0.002 0.318
H -2.503 -1.493 0.899
H -3.144 -0.546 -0.369
H -2.004 1.873 0.518
H 0.606 2.637 -0.081
H 1.591 -1.923 0.859
H 1.869 -1.981 -0.931
H 2.999 0.280 -0.054
H 1.926 0.178 1.411
```

Calculated values
DFT total energy: -9329.1199 eV
SMILES string: Nc1ccn2c1CC2
frontier orbital gap: 8.7943 eV
HOMO level: -0.284 Ha
LUMO energy: 1.05 eV

Mulliken atomic charge list, values in e, 4 entries: number 1, N, carries -0.584; number 2, C, carries 0.305; number 3, C, carries -0.406; number 4, C, carries -0.592